Entry from OMol25: the ion C5H11N2O with charge -1 (the ωB97M-V functional and the def2-TZVPD basis).

```
19
C5H11N2O | OMol25 | the ωB97M-V functional and the def2-TZVPD basis
N -0.610 1.734 -1.463
C -1.601 0.767 -1.586
N -2.061 0.021 -0.682
C -1.345 -0.050 0.584
C -0.361 -1.226 0.612
C 1.047 -0.932 1.134
C 1.965 0.053 0.367
O 3.050 0.409 1.053
H 0.279 1.418 -1.070
H -0.391 2.155 -2.358
H -2.060 0.703 -2.574
H -0.780 0.863 0.828
H -2.060 -0.109 1.404
H -0.345 -1.791 -0.328
H -0.783 -2.027 1.231
H 0.993 -0.589 2.169
H 1.577 -1.884 1.227
H 1.276 0.913 0.074
H 2.211 -0.431 -0.621
```

The energy comes out at -381.8305 Ha. The value obtained for the lowest unoccupied orbital energy is 3.65 eV. Its SMILES is N/C=N\CCCC[O-]. The value obtained for the maximum force is 1.2 eV/A. Its total charge is -1.

Here are the Mulliken charges for atoms 1 to 5, given in e: -0.52 0.07 -0.67 -0.81 -0.37